17
Properties=species:S:1:pos:R:3:forces:R:3:lowdin_spin:R:1 method="wB97M-V/def2-TZVPD" relative_energy_kj_mol=216.7 total_energy_ev=-13995.395 homo_ev="-23.94 / -24.81" multiplicity=6 s_squared=8.759 max_force_ev_per_a=8.4 homo_lumo_gap_ev="9.68 / 7.21" total_charge=+3
O -0.127543 -0.237121 -1.417927 0.815 0.696 0.627 0.051
C -0.149908 -0.771475 -0.043795 5.838 -2.353 -5.499 0.066
C 1.275340 -0.467686 -3.326183 -0.769 0.047 1.243 0.002
O -1.285420 -1.010935 0.409779 -2.468 -0.525 1.029 0.431
H 1.178699 0.622183 -3.361674 0.234 -0.163 0.184 0.000
O 0.676858 0.204175 0.655507 -0.908 -0.625 0.438 0.065
H 2.329989 -0.776974 -3.261339 0.273 -0.155 -0.213 0.000
H 0.656014 2.558636 2.482044 0.037 0.117 0.172 0.000
H 2.139809 1.653645 1.964978 -0.248 -0.147 -0.147 0.013
H 1.247092 1.251278 3.489078 0.017 0.201 0.117 0.003
Ru -1.732697 -0.169524 2.071043 -2.001 0.146 1.904 4.016
C 1.155194 1.574796 2.440181 -0.700 -0.169 0.530 0.058
C 0.549751 -1.053837 -2.192773 -2.062 2.508 -4.269 0.005
H 0.074815 -2.035884 -2.340032 1.150 -0.894 1.080 0.002
C 0.229761 0.658441 1.772425 2.505 0.649 -1.066 0.250
H 0.628205 -1.700560 -0.516701 -1.886 1.012 3.930 0.038
H 0.878003 -0.923720 -4.245633 0.173 -0.346 -0.061 0.000